Record 1
Formula: C18H44N2O6Pd
Source: the Open Molecules 2025 dataset
Level of theory: ωB97M-V/def2-TZVPD

The geometry in XYZ format:
```
71
Properties=species:S:1:pos:R:3:forces:R:3
Pd 0.447479 0.896835 -0.969107 -0.18 -1.71 2.05
C -2.307199 3.384470 0.460835 -0.81 0.12 -0.13
C -1.185351 3.624670 1.489567 -0.37 1.73 -0.14
C -1.827187 4.447593 2.676400 0.00 -1.48 0.10
C -2.685955 3.471476 3.480208 0.06 0.38 0.43
C -1.875310 2.303377 4.066369 -1.00 0.61 -0.82
C -1.140829 1.497834 2.959671 -0.99 -1.47 1.25
N -0.554596 2.401782 1.978236 1.64 -0.57 -0.77
O 0.361482 1.837405 1.142302 -0.82 0.93 1.05
C -2.156930 0.508383 2.314430 -0.71 0.13 -0.48
C -0.090125 0.586678 3.686438 0.64 0.35 -1.47
C -0.163558 4.596339 0.826175 0.44 -0.75 0.04
H -2.717929 4.345785 0.137424 0.23 0.13 -0.02
H -3.171973 2.888405 0.904345 0.13 -0.15 0.08
H -2.068275 2.834632 -0.450144 0.59 -0.02 0.21
H -2.422331 5.297529 2.340855 0.05 -0.13 -0.45
H -1.038755 4.867316 3.304222 0.14 -0.16 0.05
H -3.491369 3.044517 2.877972 0.19 0.02 -0.32
H -3.266164 3.953903 4.272159 0.36 0.24 0.18
H -2.705139 1.743868 4.504209 0.62 -0.81 0.23
H -1.207814 2.611793 4.870615 0.15 0.14 -0.14
H -3.051121 1.007817 1.926495 0.10 0.32 -0.04
H -2.592381 -0.217491 3.005804 0.48 0.05 0.36
H -1.754288 -0.069280 1.479682 0.48 0.14 0.10
H -0.443960 0.137936 4.612968 -0.26 0.39 0.06
H 0.849380 1.125371 3.820570 -0.15 0.23 0.42
H 0.209725 -0.238751 3.037008 -0.20 -0.01 -0.15
H 0.078980 4.270216 -0.186815 -0.17 0.07 -0.07
H 0.804189 4.645461 1.328138 -0.15 -0.24 0.36
H -0.550407 5.615445 0.821180 -0.26 -0.11 -0.18
C 3.228539 -3.600563 -0.553556 -0.21 0.34 0.38
C 2.496970 -2.547017 -1.437579 -1.16 -1.00 -1.32
C 2.405320 -3.107221 -2.883133 0.42 0.07 -1.16
C 1.396051 -4.215175 -3.061281 1.00 -0.71 1.93
C 0.047830 -3.762281 -2.566383 -0.28 -1.41 -0.39
C 0.029576 -3.230954 -1.121685 -0.38 0.78 -0.18
N 1.072244 -2.173604 -1.102730 0.45 1.08 -0.51
O 0.960182 -1.216147 -0.075470 -0.03 -0.03 -0.14
C 0.166378 -4.316711 -0.041497 0.28 -1.16 -0.70
C -1.395342 -2.660670 -0.920538 -0.11 -0.29 0.33
C 3.379932 -1.324287 -1.617282 0.32 0.05 0.72
H 3.039587 -4.654898 -0.760788 -0.37 0.15 -0.32
H 2.947964 -3.460316 0.491216 0.20 0.21 0.05
H 4.308609 -3.489951 -0.665929 0.02 0.19 0.13
H 3.423003 -3.340831 -3.213358 0.00 -0.62 0.18
H 2.155398 -2.339894 -3.628580 -0.15 0.50 0.36
H 1.709369 -4.960692 -2.317715 0.01 -0.38 -0.30
H 1.361102 -4.763123 -4.002246 0.07 0.49 -0.27
H -0.549417 -4.680921 -2.608652 -0.49 0.22 0.07
H -0.360295 -3.077307 -3.315411 -0.29 0.37 0.45
H -0.778941 -4.833558 0.138462 -0.25 0.44 0.22
H 0.584855 -3.960447 0.896650 -0.04 0.18 -0.09
H 0.753797 -5.158646 -0.423102 0.52 0.22 0.21
H -1.707527 -1.984465 -1.714169 0.25 0.38 0.26
H -1.550638 -2.289964 0.093446 0.38 0.72 -0.21
H -2.134678 -3.468104 -0.929775 0.32 -0.38 -0.45
H 4.295716 -1.641821 -2.121347 0.02 -0.10 -0.02
H 3.691608 -0.926125 -0.650828 -0.24 0.30 -0.05
H 2.920239 -0.568477 -2.248713 -0.13 0.15 0.29
O -1.807895 0.517430 -1.160496 -0.79 0.01 -0.21
H -2.203662 0.201160 -1.978793 0.18 -0.12 -0.04
H -2.550370 0.657152 -0.561955 0.17 -0.01 0.21
O 2.489049 1.822573 -0.971385 1.02 0.35 0.06
H 3.072673 1.817434 -0.203654 -0.21 -0.16 0.13
H 2.791186 2.560608 -1.509036 -0.13 0.00 -0.08
O -0.001291 2.507454 -2.378021 -0.28 1.23 -0.96
H 0.113078 3.462039 -2.456876 -0.03 0.01 0.23
H -0.082813 2.192675 -3.284007 0.02 -0.15 0.06
O 0.573579 -0.194662 -3.017236 -0.14 -0.16 -1.55
H 0.524786 -0.106492 -3.977283 0.07 -0.04 0.00
H 0.901959 -1.104513 -2.857491 -0.25 -0.10 0.86
```
Positions in Å, forces in eV/Å.

The calculation puts the energy above the lowest of the compared OMol25 structures with the same formula, charge and spin at 0.0 kJ/mol. The multiplicity is 3. The HOMO-LUMO gap (alpha / beta) comes out at 5.52 / 5.34 eV.

***

Record 2
Formula: C19H31AsN5ORu
Source: the Open Molecules 2025 dataset
Level of theory: ωB97M-V/def2-TZVPD

The geometry in XYZ format:
```
58
Properties=species:S:1:pos:R:3:forces:R:3
Ru 0.297585 -0.094568 0.353209 0.34 -0.33 0.30
N -0.038920 -0.358010 -1.790119 -0.17 0.33 -0.30
C 0.481357 -1.035995 -3.031422 -0.08 -0.03 0.03
C 1.874807 -1.634185 -2.961981 0.01 0.01 0.08
C 1.914439 -3.046068 -2.359338 -0.08 0.02 -0.08
C 2.624212 -3.107514 -1.024064 0.04 -0.08 -0.13
N 2.073616 -2.124625 -0.071515 -0.05 0.49 0.33
H -1.055556 -0.489363 -1.763417 -0.02 -0.01 -0.01
H 0.024521 0.637776 -1.996130 0.03 0.00 0.02
H 0.444981 -0.288224 -3.823559 -0.02 -0.03 -0.03
H -0.228971 -1.818391 -3.300717 -0.02 0.02 0.02
H 2.534429 -0.952573 -2.418186 0.03 0.00 -0.01
H 2.253297 -1.667164 -3.984540 -0.01 0.03 0.01
H 2.397125 -3.741021 -3.048117 0.04 0.01 0.02
H 0.889688 -3.409795 -2.246024 -0.02 -0.06 0.01
H 3.688867 -2.916909 -1.177490 0.00 -0.03 0.04
H 2.544268 -4.111285 -0.605415 -0.02 0.01 0.03
H 2.746970 -1.381662 0.070593 0.09 -0.03 0.03
H 1.970265 -2.537627 0.846971 0.08 -0.08 0.05
N -3.406112 -4.670269 2.270517 -0.01 -0.02 0.02
C -2.560685 -3.710750 1.853004 0.03 0.04 -0.03
C -2.519852 -2.445578 2.465408 -0.03 -0.02 0.01
C -1.647085 -1.496220 2.008221 0.04 0.07 -0.01
N -0.802958 -1.702923 0.975622 -0.08 -0.15 0.04
C -0.842941 -2.907565 0.382566 -0.06 0.02 -0.04
C -1.679003 -3.917946 0.777720 -0.04 -0.02 0.02
H -4.002370 -4.524712 3.065306 0.00 0.00 -0.01
H -3.398930 -5.584808 1.856152 0.00 0.01 0.00
H -3.167786 -2.211879 3.299242 0.00 0.00 0.00
H -1.596939 -0.519784 2.470719 -0.01 -0.01 0.01
H -0.155665 -3.046111 -0.436973 -0.01 -0.01 -0.03
H -1.652967 -4.865119 0.256037 0.00 0.00 0.00
C -4.960327 -0.151628 -1.663666 0.03 0.00 0.02
As -3.369881 0.908412 -1.231074 -0.08 -0.15 -0.12
C -3.727682 2.418850 -2.418917 0.02 0.02 0.01
C -3.984563 1.693454 0.444255 0.02 -0.01 0.02
H -5.865121 0.454696 -1.630186 0.02 0.03 0.01
H -5.058044 -0.973110 -0.953923 0.01 -0.01 -0.01
H -4.849305 -0.569728 -2.663713 -0.02 -0.01 0.01
H -4.761067 2.750008 -2.321169 0.00 -0.01 0.02
H -3.545330 2.119476 -3.450335 -0.01 0.02 0.00
H -3.064489 3.247334 -2.173184 0.01 -0.01 -0.01
H -4.971569 2.137862 0.320210 0.00 0.01 -0.01
H -3.274578 2.453221 0.765282 0.00 0.00 0.01
H -4.034831 0.921120 1.211613 0.00 0.00 0.00
O -0.541150 1.293094 0.686042 -0.04 0.09 -0.23
N 5.260201 0.283031 5.856587 0.00 -0.01 0.00
C 4.484371 0.208726 5.013232 0.00 0.01 -0.01
C 3.516149 0.112716 3.953145 0.02 0.04 -0.01
C 2.549476 -0.885568 3.988054 -0.03 -0.01 -0.01
C 1.623616 -0.978618 2.958525 -0.03 -0.06 -0.04
C 1.650778 -0.091607 1.883763 0.07 -0.04 -0.05
C 2.624280 0.911330 1.872053 -0.01 -0.01 -0.06
C 3.551032 1.019185 2.894222 0.01 -0.02 0.06
H 2.526483 -1.577321 4.819383 -0.01 -0.01 -0.01
H 0.874813 -1.760897 3.003214 0.02 -0.01 0.03
H 2.661822 1.628656 1.060257 0.00 -0.01 0.00
H 4.301069 1.798322 2.881811 0.00 0.00 -0.01
```
Positions in Å, forces in eV/Å.

The calculation puts the energy above the lowest of the compared OMol25 structures with the same formula, charge and spin at 0.0 kJ/mol. As for the total charge: +1. The HOMO-LUMO gap comes out at 7.70 eV.

***

Record 3
Formula: C7H28O7
Source: the Open Molecules 2025 dataset
Level of theory: ωB97M-V/def2-TZVPD

The geometry in XYZ format:
```
42
Properties=species:S:1:pos:R:3:forces:R:3
C -2.346702 15.272335 -6.427554 -0.14 0.18 0.10
O -1.268790 16.026085 -7.011762 0.00 -0.19 0.19
H -3.051572 15.988091 -6.007561 -0.04 0.00 -0.14
H -2.844512 14.664771 -7.182565 0.01 0.01 -0.02
H -2.001503 14.640715 -5.608469 0.12 -0.01 -0.08
H -0.466655 15.499415 -6.949259 0.02 0.06 -0.11
C -2.032945 19.742112 -13.650724 0.05 -0.03 0.14
O -1.521173 20.674905 -12.703808 -0.07 -0.03 -0.12
H -2.889315 20.192117 -14.149486 0.01 0.07 0.04
H -1.292253 19.480122 -14.408476 -0.02 0.00 -0.01
H -2.368751 18.828792 -13.150005 0.04 -0.03 -0.09
H -0.580061 20.518124 -12.596669 0.00 -0.01 0.04
C 1.039424 17.093405 -9.184384 -0.26 -0.55 -0.03
O 2.239616 17.387068 -9.868754 0.01 0.13 -0.03
H 0.662483 18.003125 -8.722549 0.11 0.05 0.04
H 0.269205 16.684087 -9.850749 0.04 0.15 -0.07
H 1.189528 16.330503 -8.409784 0.12 0.17 0.12
H 2.535226 16.591759 -10.319446 0.02 0.01 0.00
C -2.070077 19.409381 -6.239806 -0.17 -0.12 0.19
O -0.792604 18.796125 -6.356931 -0.24 0.06 -0.12
H -2.751430 18.803869 -5.630217 0.05 0.05 -0.04
H -1.954965 20.369899 -5.741774 0.11 0.03 -0.05
H -2.558449 19.571632 -7.205823 0.08 0.00 -0.03
H -0.954402 17.854993 -6.506553 0.15 -0.02 0.04
C -5.801113 18.926023 -9.102851 -0.04 -0.10 0.11
O -4.953059 18.183683 -8.242311 -0.14 0.06 0.04
H -6.719288 19.162074 -8.564772 0.10 -0.02 0.14
H -5.336246 19.871872 -9.398145 -0.04 -0.05 -0.18
H -6.099605 18.339843 -9.978749 0.14 0.13 -0.10
H -4.187910 17.868277 -8.741548 -0.04 -0.15 0.12
C -4.910681 15.345964 -11.005144 0.16 0.14 -0.01
O -3.549446 14.960296 -10.900208 -0.10 0.18 -0.05
H -5.025526 16.258989 -11.604472 -0.03 -0.09 -0.04
H -5.442228 14.538250 -11.502551 -0.06 -0.01 0.02
H -5.366105 15.532476 -10.026187 0.01 -0.08 0.00
H -3.076601 15.705999 -10.500209 0.03 -0.23 0.17
C -2.256326 18.290137 -10.110636 0.99 -0.10 -0.09
O -2.477113 17.096387 -9.355276 -0.38 0.41 -0.18
H -2.354532 19.198205 -9.513902 -0.25 -0.04 0.04
H -1.234388 18.273537 -10.501103 -0.08 0.15 -0.11
H -2.928456 18.306024 -10.963634 -0.23 -0.03 0.13
H -1.828370 17.029866 -8.639635 -0.05 -0.16 0.05
```
Positions in Å, forces in eV/Å.

The calculation puts the energy above the lowest of the compared OMol25 structures with the same formula, charge and spin at 298.4 kJ/mol. As for the SMILES: CO.CO.CO.CO.CO.CO.CO. The HOMO-LUMO gap comes out at 10.29 eV.